Formula: C19H19IrN3O5S
Source: OMol25
Level of theory: ωB97M-V/def2-TZVPD

Geometry as ORCA input:
```
! wB97M-V def2-TZVPD RIJCOSX def2/J DEFGRID3
* xyz 0 2
Ir -0.334 -0.194 0.194
O 2.279 -1.283 1.700
C 1.810 -2.499 2.260
C 0.496 -2.345 3.001
N -0.648 -1.783 2.260
C -1.548 -2.778 1.705
C -2.571 -2.076 0.815
O -3.708 -2.470 0.765
O -2.137 -1.030 0.136
C -1.388 -0.798 3.056
C -0.703 0.549 3.054
O -0.720 1.278 4.013
O -0.097 0.842 1.915
H 2.184 -0.583 2.360
H 2.549 -2.883 2.969
H 1.721 -3.204 1.433
H 0.680 -1.700 3.866
H 0.217 -3.333 3.385
H -2.118 -3.322 2.464
H -0.982 -3.494 1.105
H -1.536 -1.133 4.085
H -2.365 -0.621 2.603
N 1.633 0.600 -0.285
C 1.839 0.847 -1.681
C 2.865 0.199 -2.348
C 3.084 0.460 -3.691
C 2.269 1.361 -4.361
C 1.214 1.964 -3.694
C 0.982 1.705 -2.347
C -0.196 2.242 -1.640
C -0.657 3.529 -1.908
C -1.836 4.002 -1.353
C -2.586 3.183 -0.521
C -2.121 1.915 -0.207
C -0.916 1.454 -0.738
H 2.322 -0.026 0.118
H 1.536 1.441 0.282
H 3.496 -0.501 -1.812
H 3.888 -0.044 -4.211
H 2.442 1.580 -5.406
H 0.533 2.614 -4.229
H -0.062 4.172 -2.546
H -2.171 5.006 -1.576
H -3.529 3.524 -0.116
H -2.707 1.280 0.444
S 0.411 -1.966 -1.075
C -0.969 -2.589 -1.843
N -1.843 -3.092 -2.401
*
```

For the HOMO energy (spin up / spin down), the calculation gives -0.3251 / -0.3288 hartree. The calculated total energy is -48393.260 eV.

---

Formula: C19H19N2O2
Source: OMol25
Level of theory: ωB97M-V/def2-TZVPD

Geometry as ORCA input:
```
! wB97M-V def2-TZVPD RIJCOSX def2/J DEFGRID3
* xyz 1 1
C 3.823 0.084 2.142
O 2.571 0.260 2.811
C 1.723 -0.736 2.690
C 0.390 -0.409 2.306
C -0.512 -1.441 1.929
C -1.795 -1.115 1.520
C -2.234 0.215 1.483
C -3.675 0.500 1.193
C -1.329 1.237 1.809
C -0.069 0.945 2.308
H 4.248 1.084 2.069
H 4.446 -0.585 2.743
H 3.656 -0.346 1.143
H 2.146 -1.747 2.551
H -0.182 -2.482 1.984
H -2.493 -1.903 1.236
H -3.863 1.571 1.095
H -3.958 0.013 0.257
H -4.356 0.112 1.966
H -1.629 2.281 1.701
H 0.598 1.733 2.675
O 4.054 -2.042 4.673
C 3.375 -1.441 5.529
C 3.918 -1.156 6.887
C 3.153 -0.504 7.879
C 3.693 -0.296 9.155
C 4.965 -0.767 9.470
C 5.691 -1.490 8.512
C 5.171 -1.669 7.234
C 1.728 -0.160 7.625
C 1.373 0.031 6.138
C 1.983 -1.059 5.310
N 1.240 -2.017 4.740
N 0.393 -2.759 4.466
H 3.098 0.239 9.902
H 5.380 -0.594 10.464
H 6.662 -1.914 8.764
H 5.744 -2.209 6.481
H 1.122 -0.993 8.023
H 1.432 0.721 8.202
H 0.271 0.050 6.067
H 1.737 1.012 5.758
*
```

For the HOMO energy, the calculation gives -0.4305 hartree. The calculated total energy is -27077.246 eV.

---

Formula: C19H19N3O
Source: OMol25
Level of theory: ωB97M-V/def2-TZVPD

Geometry as ORCA input:
```
! wB97M-V def2-TZVPD RIJCOSX def2/J DEFGRID3
* xyz 0 1
C -2.270 -5.414 2.134
O -2.029 -5.016 0.804
C -2.018 -3.701 0.492
C -1.623 -3.344 -0.834
C -1.353 -2.012 -1.132
C -1.320 -0.983 -0.147
C -0.579 0.316 -0.470
N -1.090 1.430 0.239
C -1.140 2.721 -0.441
C -0.901 1.462 1.676
C -1.954 -1.325 1.071
C -2.206 -2.649 1.431
H -2.208 -6.487 2.105
H -1.522 -5.005 2.801
H -3.255 -5.107 2.466
H -1.528 -4.120 -1.613
H -1.091 -1.763 -2.169
H -0.725 0.536 -1.562
H -0.919 3.523 0.256
H -0.424 2.804 -1.263
H -2.131 2.912 -0.879
H -0.165 2.229 1.946
H -1.851 1.703 2.159
H -0.528 0.515 2.057
H -2.183 -0.547 1.790
H -2.493 -2.887 2.454
C 1.259 0.357 -0.553
C 1.648 -0.214 0.726
N 1.818 -0.660 1.796
C 2.207 1.518 -0.865
C 2.343 1.966 -2.203
C 2.909 3.214 -2.492
C 3.413 4.020 -1.457
C 3.320 3.572 -0.127
C 2.743 2.324 0.163
C 1.436 -0.661 -1.568
N 1.457 -1.417 -2.467
H 1.876 1.383 -2.997
H 2.940 3.574 -3.534
H 3.848 5.004 -1.682
H 3.687 4.198 0.693
H 2.599 2.032 1.198
*
```

For the HOMO energy, the calculation gives -0.3063 hartree. The calculated total energy is -26525.778 eV.

---

Result set for relative energy (zero: lowest compared OMol25 entry of this formula, charge and spin): 6.4 64.1 117.3 kcal per mole, one per record in the order listed.